# 1
Formula: C19H30BN3S
Source: the Open Molecules 2025 dataset
Level of theory: ωB97M-V/def2-TZVPD

The geometry in XYZ format:
```
54
Properties=species:S:1:pos:R:3:nbo_charge:R:1
C 0.2837 0.4621 0.1347 -0.635
C 1.1553 1.2147 -0.8931 -0.551
S 2.0622 2.6311 -0.2402 0.236
C 0.8722 3.9898 -0.2270 -0.928
B -0.2222 3.8575 -1.3480 0.707
C -1.7626 3.7317 -1.1087 -0.807
C -2.2506 3.9012 0.3412 -0.393
C -3.7953 4.0083 0.4173 -0.407
C -4.4425 2.8698 1.2103 -0.194
N -4.5736 1.6860 0.3712 -0.333
C -3.5687 0.8091 0.1170 -0.094
C -4.0436 -0.1355 -0.7187 -0.291
C -5.3972 0.1702 -0.9791 -0.308
C -5.6857 1.2849 -0.2786 -0.069
H -0.6611 0.1594 -0.3122 0.207
H 0.1179 1.0140 1.0561 0.211
H 0.7769 -0.4713 0.4016 0.215
H 1.9216 0.5296 -1.2405 0.236
H 0.5517 1.4449 -1.7694 0.217
H 1.4473 4.8898 -0.4529 0.263
H 0.4263 4.1596 0.7522 0.218
H 0.1584 3.8729 -2.4843 -0.083
H -2.2428 4.5079 -1.7130 0.241
H -2.1198 2.7677 -1.4901 0.257
H -1.8310 4.8276 0.7324 0.199
H -1.8715 3.1025 0.9788 0.194
H -4.1720 4.0033 -0.6033 0.211
H -4.0640 4.9718 0.8464 0.208
H -5.4553 3.1966 1.4322 0.208
H -3.8994 2.6606 2.1253 0.204
H -2.5683 0.8434 0.5060 0.212
H -3.4952 -0.9614 -1.1326 0.214
H -6.0355 -0.4028 -1.6235 0.220
H -6.6503 1.7597 -0.2730 0.214
C 2.7996 -3.6066 2.2713 -0.317
C 1.8780 -4.6201 1.8867 -0.325
C 0.6250 -4.0716 1.9433 -0.069
N 0.7542 -2.7720 2.3496 -0.503
C 2.0751 -2.4787 2.5473 -0.075
H 3.8722 -3.6966 2.3372 0.223
H 2.1092 -5.6336 1.6015 0.224
H -0.3427 -4.4923 1.7308 0.214
H -0.0053 -2.1297 2.4813 0.415
H 2.3841 -1.4978 2.8660 0.216
C 5.9618 -4.7721 -2.4095 -0.312
C 6.4525 -3.6053 -1.7638 -0.298
C 5.6123 -3.3364 -0.7160 -0.082
N 4.6338 -4.2910 -0.7057 -0.509
C 4.8409 -5.1713 -1.7312 -0.078
H 6.3838 -5.2613 -3.2715 0.219
H 7.3218 -3.0309 -2.0371 0.218
H 5.6259 -2.5503 0.0197 0.209
H 3.8773 -4.3368 -0.0443 0.421
H 4.1751 -6.0023 -1.8901 0.208
```

SMILES   CCSCBCCCCn1cccc1.c1cc[nH]c1.c1cc[nH]c1
LUMO   0.47 eV
E_tot   -36170.0947 eV
2S+1   1
Maximum force   0.0343 Eh/bohr
Frontier orbital gap   8.56 eV
HOMO   -8.09 eV
Charge   0


# 2
Formula: C4H6O
Source: the Open Molecules 2025 dataset
Level of theory: ωB97M-V/def2-TZVPD

The geometry in XYZ format:
```
11
Properties=species:S:1:pos:R:3:nbo_charge:R:1
O 1.4355 -0.9857 2.0518 -0.521
C 0.4226 -0.6310 1.3950 0.434
C 0.5417 -0.2191 -0.0154 -0.366
C -0.0131 1.0526 -0.4931 -0.396
C -0.6591 -0.2240 -0.8552 -0.405
H -0.6823 -0.7800 1.7496 0.120
H 1.3865 -0.5650 -0.6030 0.243
H 0.5911 1.6595 -1.2432 0.229
H -0.5959 1.6307 0.2051 0.218
H -1.6916 -0.2829 -0.2950 0.207
H -0.7354 -0.6551 -1.8966 0.235
```

SMILES   O=CC1CC1
LUMO   0.82 eV
E_tot   -6290.8482 eV
2S+1   1
Maximum force   0.0836 Eh/bohr
Frontier orbital gap   10.77 eV
HOMO   -9.96 eV
Charge   0


# 3
Formula: C17H31BFNO9S
Source: the Open Molecules 2025 dataset
Level of theory: ωB97M-V/def2-TZVPD

The geometry in XYZ format:
```
61
Properties=species:S:1:pos:R:3:nbo_charge:R:1
C 3.8009 -0.3304 -0.2177 -0.598
C 4.7062 0.5650 -1.1220 -0.811
B 4.5505 2.0868 -0.7300 1.166
O 5.6443 2.8545 -0.4176 -0.911
N 3.1266 2.6266 -0.7619 -0.645
O 2.9371 3.0696 -2.0965 -0.366
C 2.0268 2.2789 -2.8077 0.788
O 1.9620 2.4762 -3.9985 -0.523
C 1.1440 1.2589 -2.1485 -0.200
C 1.0733 0.0385 -2.7733 -0.166
C 0.2638 -0.9540 -2.2761 -0.223
C -0.4648 -0.6702 -1.1498 -0.210
C -0.3971 0.5361 -0.5033 -0.152
C 0.4162 1.5201 -1.0129 -0.185
S 2.8329 3.8884 0.2972 2.512
O 2.9109 3.3171 1.5900 -0.903
O 1.5812 4.4815 0.0064 -0.910
F 3.9083 4.9976 0.0956 -0.448
H 3.5032 0.1542 0.7152 0.214
H 2.9320 -0.6872 -0.7719 0.223
H 4.3821 -1.2191 0.0500 0.216
H 4.3503 0.4482 -2.1590 0.242
H 5.7623 0.2882 -1.1193 0.232
H 6.1590 2.9500 -1.2305 0.518
H 1.6602 -0.1388 -3.6688 0.226
H 0.2015 -1.9175 -2.7654 0.224
H -1.1382 -1.4230 -0.7449 0.222
H -0.9918 0.7537 0.3772 0.220
H 0.4569 2.4766 -0.5042 0.240
C -0.9894 1.9190 3.4913 -0.258
O -1.8658 2.5451 2.5665 -0.554
C -3.2033 2.6063 3.0422 -0.088
C -3.5470 3.9896 3.5516 -0.089
O -2.8158 4.3070 4.7267 -0.552
C -1.7204 5.1723 4.4776 -0.255
H 0.0332 2.0787 3.1511 0.198
H -1.0954 2.3386 4.4941 0.182
H -1.1851 0.8412 3.5215 0.163
H -3.3759 1.8538 3.8173 0.175
H -3.8554 2.3729 2.1942 0.183
H -4.6086 4.0128 3.8180 0.183
H -3.3774 4.7401 2.7740 0.178
H -2.0785 6.1836 4.2578 0.167
H -1.1034 4.8158 3.6493 0.182
H -1.1096 5.2065 5.3785 0.190
C -1.2560 -6.7187 -3.1532 -0.254
O -1.7598 -7.0963 -1.8840 -0.550
C -1.1936 -6.3471 -0.8187 -0.089
C -2.1434 -5.2765 -0.3255 -0.089
O -2.3417 -4.2648 -1.3045 -0.556
C -3.5773 -4.3963 -1.9871 -0.255
H -1.8721 -7.1965 -3.9134 0.192
H -1.2962 -5.6361 -3.2974 0.176
H -0.2237 -7.0656 -3.2694 0.167
H -0.2373 -5.9071 -1.1172 0.175
H -1.0017 -7.0492 -0.0013 0.185
H -1.7019 -4.7921 0.5512 0.183
H -3.0983 -5.7158 -0.0231 0.178
H -4.4062 -4.1185 -1.3277 0.168
H -3.7287 -5.4138 -2.3551 0.180
H -3.5645 -3.7155 -2.8371 0.191
```

SMILES   CCB(O)N(OC(=O)c1ccccc1)S(=O)(=O)F.COCCOC.COCCOC
LUMO   0.25 eV
E_tot   -52275.4398 eV
2S+1   1
Maximum force   0.0533 Eh/bohr
Frontier orbital gap   9.47 eV
HOMO   -9.22 eV
Charge   0


# 4
Formula: C4H7NO2S
Source: the Open Molecules 2025 dataset
Level of theory: ωB97M-V/def2-TZVPD

The geometry in XYZ format:
```
15
Properties=species:S:1:pos:R:3:nbo_charge:R:1
C 1.5290 0.5229 1.0939 -0.620
C 0.8091 -0.7758 0.7326 -0.259
N -0.5623 -0.8374 0.8085 -0.598
C -1.4416 -0.1150 0.0275 0.583
O -2.6010 -0.0870 0.2959 -0.570
C -0.9534 0.3395 -1.3954 0.262
O 0.2353 0.3845 -1.8025 -0.556
S -2.3136 0.7876 -2.3103 0.132
H 2.5702 0.3985 0.6087 0.215
H 1.4720 0.6940 2.1587 0.202
H 1.2112 1.3505 0.4656 0.215
H 1.3865 -1.5830 1.2646 0.204
H 1.2051 -0.7532 -0.3115 0.241
H -1.0081 -1.0777 1.7674 0.408
H -1.5384 0.7515 -3.4038 0.141
```

SMILES   CCNC(=O)C(=O)S
LUMO   -0.24 eV
E_tot   -20680.8648 eV
2S+1   1
Maximum force   0.1010 Eh/bohr
Frontier orbital gap   9.47 eV
HOMO   -9.71 eV
Charge   0